No. 1
{
  "formula": "C14H55F3GaN25O14P",
  "method": "the ωB97M-V functional and the def2-TZVPD basis",
  "elements": ["F", "H", "H", "H", "H", "H", "H", "H", "H", "N", "N", "H", "H", "H", "H", "F", "C", "H", "P", "C", "O", "N", "H", "H", "C", "C", "H", "H", "O", "N", "N", "N", "O", "O", "N", "C", "O", "H", "N", "O", "C", "H", "H", "H", "C", "H", "H", "H", "O", "H", "N", "N", "H", "O", "H", "H", "H", "N", "H", "H", "H", "Ga", "H", "H", "N", "H", "C", "C", "H", "H", "N", "H", "H", "N", "H", "N", "H", "O", "N", "H", "N", "H", "H", "H", "H", "H", "C", "H", "H", "C", "C", "O", "O", "H", "N", "H", "H", "N", "C", "H", "O", "N", "N", "N", "N", "O", "O", "H", "C", "H", "N", "F", "N"],
  "xyz": [[-1.030, 4.581, -0.477], [-7.168, -7.664, 0.815], [0.280, 3.705, -4.194], [-3.195, -4.886, 9.595], [-3.960, -5.493, 6.183], [6.310, -0.240, -9.695], [-3.241, -6.097, 8.358], [1.364, 0.152, -5.929], [4.026, 0.244, 2.980], [-2.461, -0.392, 10.007], [0.456, -2.977, 1.595], [0.217, -0.486, 1.827], [7.392, -0.573, -8.385], [-5.344, -3.287, 3.549], [-1.357, -3.821, 3.132], [-1.556, 5.352, -2.436], [-3.842, -4.168, 7.807], [-0.825, 2.129, -0.795], [2.589, 3.123, -1.947], [-1.056, 2.286, -1.858], [2.285, -2.646, 2.892], [2.091, 1.817, -8.545], [-5.577, 5.166, -3.412], [0.500, 1.847, 4.128], [5.952, 0.685, -0.512], [-5.244, -8.212, 0.442], [-1.544, 1.364, -2.186], [6.530, -0.770, -6.250], [2.235, 1.516, 4.205], [-4.090, -4.559, 6.523], [1.460, -0.824, -5.639], [6.762, -0.343, -0.088], [-5.498, -9.323, 0.010], [3.464, -0.364, -4.698], [-6.218, -7.349, 0.871], [-1.440, 2.202, 4.830], [3.060, 4.615, -2.519], [0.065, 2.655, 6.219], [-3.391, -5.150, 8.648], [-4.010, -3.019, 8.180], [1.183, 2.349, -7.688], [3.401, -2.710, -3.907], [2.528, 3.164, 1.468], [5.649, -0.185, -2.381], [5.362, -0.376, -7.895], [0.717, -1.470, -5.824], [-3.008, -1.195, 9.758], [0.650, -3.961, 1.594], [-2.643, 2.148, 4.623], [-4.408, -3.855, 5.882], [2.258, 2.869, 2.410], [-3.974, -7.723, 0.543], [2.162, 4.551, -0.136], [4.250, -0.162, -8.362], [-1.565, 2.888, 6.754], [2.423, 5.312, -2.314], [-3.869, 5.016, -3.210], [2.103, 3.544, -0.270], [1.875, -3.118, -4.615], [-0.821, 1.523, 3.025], [-3.222, -8.318, 0.254], [0.568, 2.566, -3.113], [-3.133, 5.067, -6.628], [-6.013, -6.439, 1.239], [6.463, -0.406, -8.719], [0.847, 1.183, -3.814], [-4.550, 5.150, -5.173], [-1.820, 0.397, 9.088], [-1.941, -2.354, 3.823], [-2.352, -0.149, 10.973], [-2.133, -3.256, 3.428], [7.131, -0.284, 0.841], [-1.517, 0.599, 7.096], [-1.987, 0.037, 7.786], [6.986, -1.133, -0.661], [-3.265, 5.045, -5.635], [-2.472, 4.930, -5.028], [-2.169, 3.260, -1.899], [1.021, -0.857, 2.298], [4.827, -0.578, -5.917], [-0.496, 1.844, 3.917], [1.623, -0.233, 2.807], [-3.776, -6.810, 0.916], [1.121, 3.300, -0.150], [-0.254, 3.779, -7.570], [4.086, 1.328, 1.619], [2.725, 1.806, 3.097], [2.189, 2.145, -9.486], [-0.329, -2.626, 1.080], [-3.380, -3.762, 3.270], [1.333, -2.176, 2.293], [-1.147, 1.361, 9.421], [5.680, 1.627, 0.219], [-2.550, -0.740, 7.495], [5.456, 0.582, -1.766], [0.492, 3.708, -9.135], [1.564, 3.395, 2.910], [-4.663, 5.106, -3.816], [2.551, -1.159, -4.924], [2.724, 1.091, -8.231], [-3.589, -4.876, 2.808], [-0.922, 2.610, 6.035], [3.683, 1.062, 2.510], [2.605, -2.450, -4.456], [0.406, 3.363, -8.200], [-5.508, 5.270, -5.921], [1.040, 1.987, -6.531], [4.797, 1.289, -2.062], [-1.958, 4.475, -1.457], [-4.270, -2.025, 4.047], [-4.409, -2.945, 3.670], [-3.116, 4.996, -0.989], [5.602, -0.600, -6.586]],
  "total_energy_ha": -5555.06596,
  "spin_multiplicity": 1,
  "charge": -1,
  "homo_ev": -4.15,
  "e_lumo_ev": 1.497
}

***

No. 2
{
  "formula": "C14H56Cl2CrN18O14",
  "method": "the ωB97M-V functional and the def2-TZVPD basis",
  "elements": ["N", "H", "O", "H", "Cl", "H", "N", "H", "N", "H", "N", "H", "H", "H", "H", "H", "H", "H", "C", "H", "O", "N", "Cl", "H", "N", "O", "H", "H", "O", "N", "C", "H", "H", "H", "H", "H", "H", "N", "O", "H", "H", "C", "C", "N", "N", "H", "H", "H", "H", "H", "H", "C", "H", "H", "H", "H", "N", "C", "H", "H", "C", "O", "H", "H", "H", "H", "H", "H", "H", "H", "H", "C", "N", "H", "H", "N", "N", "C", "C", "Cr", "H", "O", "C", "H", "O", "O", "N", "H", "O", "C", "N", "N", "O", "O", "H", "H", "H", "O", "C", "O", "H", "H", "C", "H", "N"],
  "xyz": [[-0.145, 0.669, 3.102], [-1.559, -3.446, 0.964], [1.436, -0.092, -3.003], [0.396, 0.730, 3.953], [0.174, -0.382, 0.048], [-3.168, -2.520, 2.593], [-1.214, -4.352, 0.681], [3.201, -5.666, -2.772], [-1.532, -2.898, -2.211], [-0.139, 5.309, 1.331], [-5.164, 3.671, 0.737], [3.618, 2.993, 3.304], [2.885, 0.061, 3.922], [4.261, 0.530, -0.570], [4.259, -1.207, 0.583], [-1.215, 0.846, 5.186], [4.488, 1.973, -1.436], [2.481, -1.304, 0.731], [-2.079, -3.034, -3.351], [1.833, 2.689, -0.844], [-4.089, 1.853, 0.098], [1.632, 4.779, -1.778], [-3.548, -1.668, 0.251], [1.792, -1.763, -4.190], [-1.825, 0.838, 4.381], [3.452, -4.742, -2.706], [-1.719, 1.582, -4.861], [2.533, 0.915, 1.276], [4.416, 1.381, 4.261], [2.903, 1.636, 1.878], [3.008, 2.881, 1.476], [1.272, -0.347, -5.017], [1.348, 5.692, -2.102], [0.048, -1.280, -3.988], [-2.121, 5.652, 0.715], [-0.228, -4.534, 0.797], [5.138, 1.504, 4.882], [-3.206, -5.040, 0.386], [-1.704, -3.680, -4.272], [2.122, -4.254, 2.032], [2.118, 4.427, -0.965], [3.788, 0.174, 4.522], [2.494, -3.829, -2.112], [-6.032, 2.429, -0.827], [1.398, 2.687, -1.755], [-0.571, 0.908, -3.647], [3.656, 1.414, 2.513], [-3.323, -1.602, -2.603], [-3.128, 4.457, -0.079], [-5.803, 1.780, -1.566], [1.139, -0.443, -2.160], [-2.513, 0.929, -3.202], [1.118, 1.857, -2.259], [-3.582, -4.114, 0.528], [-1.801, -2.492, 4.757], [-4.562, 0.954, -3.512], [-3.660, 1.310, -3.793], [1.075, -0.944, -4.127], [-3.937, -5.709, 0.190], [-1.417, -4.158, 4.395], [1.070, 3.756, -2.349], [-1.475, -6.375, -0.054], [1.965, -4.180, -1.225], [0.551, 3.723, 1.220], [-6.063, 4.117, 0.625], [-4.508, 3.838, 1.487], [5.887, 1.267, -0.742], [4.511, -0.603, 4.274], [-3.527, 1.662, -4.730], [-2.095, -2.574, -1.437], [-2.773, 1.155, 4.526], [-1.298, 3.813, 0.472], [-3.217, -2.323, -3.302], [-3.824, -2.357, -4.108], [-0.661, -3.374, -2.026], [-1.497, 1.113, -3.995], [-2.275, 4.705, 0.403], [3.374, -2.930, 1.324], [-1.434, 0.829, 3.180], [-2.354, 0.619, 0.043], [4.398, -0.254, -2.541], [0.409, 3.821, -3.301], [-1.756, -3.222, 3.949], [-6.925, 2.903, -0.831], [5.204, 0.251, -2.413], [-2.990, -3.166, 3.281], [2.178, -3.327, 1.634], [0.250, 0.484, 2.191], [-2.455, 0.571, -2.058], [4.961, 1.007, -1.256], [3.667, 3.473, 2.417], [-0.236, 4.339, 1.069], [-2.176, 0.935, 2.194], [-1.452, 2.647, 0.087], [1.887, -3.477, -2.946], [1.282, -2.910, 1.426], [-0.917, -2.867, 3.351], [2.627, 3.330, 0.426], [-1.963, -5.298, 0.318], [4.359, -3.588, 1.508], [3.839, 4.467, 2.355], [3.127, -3.047, -1.693], [-5.059, 2.563, 0.053], [3.478, 0.152, 5.567], [3.410, -1.679, 0.861]],
  "total_energy_ha": -4571.13988,
  "spin_multiplicity": 5,
  "charge": 0,
  "homo_ev": [-7.72, -8.39],
  "e_lumo_ev": [-0.567, -0.569]
}

***

No. 3
{
  "formula": "C14H56N14O14",
  "method": "the ωB97M-V functional and the def2-TZVPD basis",
  "elements": ["H", "O", "H", "O", "H", "H", "C", "N", "C", "H", "C", "N", "O", "H", "N", "N", "H", "N", "C", "H", "H", "H", "C", "O", "C", "H", "C", "H", "H", "H", "H", "C", "O", "O", "H", "H", "C", "H", "O", "H", "H", "H", "N", "H", "H", "N", "H", "H", "O", "H", "H", "H", "H", "H", "H", "O", "H", "O", "C", "H", "N", "H", "H", "H", "H", "H", "H", "H", "C", "O", "H", "C", "N", "O", "O", "H", "H", "N", "H", "H", "C", "H", "H", "H", "H", "N", "H", "C", "H", "O", "N", "H", "H", "H", "H", "H", "N", "N"],
  "xyz": [[-0.226, 2.129, -2.786], [-0.138, -5.587, -1.380], [-1.328, -2.790, -2.102], [-5.603, -2.162, -2.521], [1.581, 3.182, -4.413], [3.281, 0.142, -1.223], [1.039, 2.240, -4.330], [-4.120, 2.328, -3.358], [-0.394, -4.580, -2.013], [-1.123, 0.716, -0.867], [0.532, 4.136, 3.442], [-1.762, 4.950, 0.981], [-0.768, -1.166, -3.306], [-4.673, -0.661, -1.417], [-0.900, -3.606, 2.992], [-1.178, -3.641, -1.579], [5.070, -0.328, 2.771], [3.172, -3.162, 0.018], [1.328, 0.630, 4.812], [1.838, -0.240, 5.225], [-4.474, 2.410, -1.085], [-0.361, 3.530, 3.595], [-3.039, 1.237, 3.069], [0.697, 1.924, -2.950], [3.047, 1.716, -0.070], [5.477, -1.961, 3.293], [4.149, -2.709, -0.692], [-0.250, -0.362, -3.224], [4.886, -4.413, -0.509], [-1.987, 0.090, -4.546], [4.542, -0.785, 4.355], [-1.174, 4.023, 0.362], [0.341, -5.451, 3.279], [1.553, 3.345, 2.921], [-3.649, -1.977, -2.195], [-2.396, 0.455, 2.666], [4.719, -1.179, 3.355], [1.450, 1.500, 5.456], [2.715, 2.902, 0.188], [1.440, 3.199, 1.979], [2.257, 1.483, -1.877], [-1.337, 5.864, 0.917], [-0.281, 4.525, -0.471], [0.260, 0.415, 4.776], [3.503, 1.038, 1.815], [-0.843, -0.228, -0.643], [-4.912, 1.535, 2.985], [-4.352, -0.621, -3.094], [0.559, -1.573, 0.442], [0.142, -5.217, -3.878], [0.416, 3.858, -0.767], [-0.897, -1.025, -5.342], [-5.107, 2.227, -3.165], [2.499, -2.514, 0.401], [0.197, 4.940, 2.786], [-1.975, 2.016, -2.842], [-5.653, -2.465, -3.431], [3.447, -1.592, 2.871], [0.041, -0.477, 0.283], [2.985, -4.126, 0.255], [2.844, 1.051, -1.177], [0.191, 2.115, -5.003], [3.654, -0.114, 0.584], [-0.491, 1.251, 0.997], [1.851, 1.744, 3.299], [-0.425, -3.568, -3.731], [-2.793, 2.295, -0.541], [1.726, 1.442, -4.611], [-3.104, 2.245, -2.510], [-1.330, 2.858, 0.574], [0.132, -3.411, 1.066], [-0.110, -4.515, 2.583], [0.328, -4.334, 1.427], [1.890, 0.803, 3.486], [4.388, -1.554, -0.933], [-1.206, -2.859, 2.385], [-0.870, -3.563, 4.000], [-0.151, -4.441, -3.302], [-2.362, -1.664, -4.469], [-2.543, 1.749, 3.893], [-4.514, -1.318, -2.272], [5.808, -3.356, -1.515], [-3.817, 2.230, -4.316], [2.875, -0.821, 2.867], [-2.267, 4.762, 1.836], [3.439, 0.842, 0.826], [1.003, 0.437, 1.696], [-1.569, -0.916, -4.491], [1.135, -4.892, 1.186], [-4.371, 0.793, 3.266], [-3.485, 2.337, -1.276], [0.903, 4.589, 4.362], [-1.527, -3.801, -0.644], [-1.212, -0.904, -1.297], [-3.183, 1.942, 2.250], [-0.247, 5.523, -0.623], [4.911, -3.619, -1.133], [0.238, 0.553, 1.047]],
  "total_energy_ha": -2387.04396,
  "spin_multiplicity": 1,
  "charge": 0,
  "de_lowest_ev": 1.457,
  "homo_ev": -8.28,
  "e_lumo_ev": -0.247
}

***

No. 4
{
  "formula": "C14H5AsCl5F6NO11RuS3",
  "method": "the ωB97M-V functional and the def2-TZVPD basis",
  "elements": ["C", "C", "O", "F", "O", "H", "C", "Ru", "F", "H", "O", "O", "C", "C", "Cl", "F", "F", "Cl", "N", "Cl", "C", "C", "S", "C", "O", "C", "F", "O", "Cl", "Cl", "O", "C", "C", "H", "F", "C", "O", "As", "S", "O", "C", "H", "C", "O", "O", "S", "H"],
  "xyz": [[-2.857, -3.041, -0.151], [3.628, 2.298, 2.829], [-3.823, -0.732, 0.518], [0.875, 5.661, -2.403], [0.587, -2.272, 1.203], [-1.085, -5.932, -0.040], [-1.974, 2.325, -0.915], [0.359, -0.609, -0.093], [2.303, 5.826, -0.787], [-5.325, -5.348, -0.249], [-0.043, 0.555, -1.611], [1.098, -4.696, -0.201], [-1.948, -5.279, -0.082], [2.382, 1.693, 2.692], [6.145, 2.884, 2.031], [-1.805, 1.683, 0.237], [-1.904, 3.631, -0.700], [3.954, 3.246, 4.218], [0.373, 2.962, -2.243], [2.672, -0.171, -0.783], [3.108, 0.783, 0.600], [-4.134, -3.571, -0.210], [-0.649, 1.827, -2.157], [1.163, 5.261, -1.174], [-2.590, -0.900, -1.620], [-1.760, -3.900, -0.083], [-3.158, 2.032, -1.410], [-1.305, 1.592, -3.390], [1.146, 1.889, 3.859], [5.525, 1.127, -0.507], [0.388, -2.117, -1.214], [4.612, 2.139, 1.847], [4.354, 1.366, 0.716], [1.448, -2.514, 1.578], [0.193, 5.640, -0.350], [2.113, 0.941, 1.550], [-1.425, -1.048, 0.531], [0.096, -3.444, -0.111], [-2.743, -1.262, -0.246], [0.904, 0.401, 1.371], [-4.321, -4.947, -0.205], [-3.375, -6.873, -0.138], [-3.232, -5.801, -0.141], [0.904, 3.016, 0.211], [2.735, 3.162, -1.440], [1.373, 3.414, -1.090], [-4.979, -2.897, -0.247]],
  "total_energy_ha": -7844.19093,
  "spin_multiplicity": 1,
  "charge": 0,
  "de_lowest_ev": 2.003,
  "homo_ev": [-9.58, -9.61],
  "e_lumo_ev": [-3.154, -3.466]
}

***

No. 5
{
  "formula": "C14H70O21",
  "method": "the ωB97M-V functional and the def2-TZVPD basis",
  "elements": ["H", "H", "O", "O", "H", "C", "H", "H", "H", "H", "C", "O", "C", "H", "H", "O", "H", "C", "H", "O", "C", "H", "O", "H", "H", "O", "O", "H", "H", "C", "O", "H", "H", "O", "H", "H", "H", "H", "O", "H", "O", "H", "H", "H", "C", "H", "H", "H", "C", "H", "O", "O", "H", "H", "C", "H", "H", "H", "H", "H", "H", "H", "H", "H", "C", "H", "H", "O", "H", "C", "H", "H", "H", "H", "H", "H", "O", "H", "H", "C", "H", "H", "H", "H", "C", "H", "H", "H", "H", "O", "H", "H", "H", "O", "O", "H", "H", "H", "H", "O", "H", "H", "H", "C", "O"],
  "xyz": [[-1.446, -0.505, 2.854], [4.589, 3.607, -0.950], [-5.043, 4.182, -1.853], [-4.799, 2.499, 2.548], [-4.959, 3.434, 2.680], [4.628, -0.875, -1.138], [2.595, -2.022, 6.317], [0.003, 4.763, 0.715], [-3.147, -5.186, 0.279], [3.974, -0.575, -1.957], [-4.249, 3.735, -0.797], [2.142, -4.005, -1.158], [3.712, -3.150, 2.238], [3.925, -4.212, 2.119], [3.383, 4.573, -0.154], [3.478, 4.849, -2.160], [-1.172, -2.113, -1.178], [-5.133, -0.578, 1.196], [-0.645, 4.745, -4.497], [1.023, -0.709, 6.343], [2.130, 1.147, 1.824], [-0.007, -5.292, 0.430], [-5.894, 0.152, 2.158], [-0.507, -5.927, -0.850], [4.409, -2.684, 1.541], [-1.471, -0.723, 4.957], [1.041, -5.469, 1.780], [-0.066, -1.373, 3.546], [3.217, 0.012, 0.596], [-3.459, -4.555, 1.111], [-0.319, -0.601, -0.085], [-3.391, 4.386, -0.625], [0.813, 5.063, 1.959], [-1.660, -2.888, -1.455], [-5.538, 1.044, 2.170], [2.952, 3.085, -1.083], [0.886, 0.230, 6.201], [2.405, 0.933, 2.857], [1.264, -1.485, -4.404], [4.043, 0.758, -3.918], [0.439, 4.340, 1.455], [0.171, -0.755, -2.844], [-5.409, -0.531, -2.706], [-0.149, 0.279, 3.804], [-4.371, -0.714, -2.427], [2.374, -1.898, 1.753], [5.510, -1.176, -1.703], [-1.356, 3.957, -5.895], [1.087, -0.564, -3.403], [-0.384, 2.837, 0.654], [-0.599, 2.075, 0.111], [4.640, 0.116, -0.161], [0.273, 3.548, -5.480], [-1.087, -3.623, -1.236], [-0.693, 3.803, -5.044], [4.115, -1.703, -0.649], [-3.777, -0.595, -3.333], [-0.808, -0.691, 5.650], [-4.250, -0.049, 0.836], [3.826, -2.785, 3.259], [-3.756, -3.589, 0.703], [-4.016, 0.016, -1.699], [-3.390, -2.257, -1.915], [0.765, -5.871, 2.604], [-0.802, -0.591, 3.729], [-2.618, -4.362, 1.777], [1.888, -0.613, -2.665], [3.119, 2.645, -4.342], [1.039, 0.452, -3.795], [2.320, -1.035, 5.946], [-0.857, 3.281, -1.558], [-0.885, 1.534, -1.745], [2.979, -0.371, 6.504], [-0.625, 2.137, -4.109], [1.587, -4.729, 2.045], [1.058, 1.327, 1.906], [2.363, -0.001, 1.035], [0.532, -0.678, 0.347], [0.679, 2.454, -1.388], [3.571, 3.981, -1.051], [-0.532, 0.331, -0.032], [3.148, 3.545, -4.010], [-3.957, 2.337, 2.974], [-4.915, 3.716, 0.065], [3.751, 1.704, -3.461], [2.363, -3.613, -0.314], [4.141, 5.490, -1.896], [-5.437, -5.067, 1.601], [2.516, -0.863, 4.887], [-4.310, -1.992, -1.840], [-4.882, -1.589, 1.517], [-5.718, -0.759, 0.295], [-3.838, 2.741, -0.974], [-4.520, -5.215, 1.842], [-0.449, -5.087, -0.394], [5.454, 0.623, -0.184], [4.616, 2.201, -3.021], [1.283, -4.405, -1.020], [2.203, -1.422, -4.594], [-1.168, 2.928, -4.068], [3.075, 1.473, -2.639], [-5.719, 3.521, -2.018], [2.688, 2.032, 1.522], [-0.393, 2.354, -1.221], [2.390, -2.852, 1.855]],
  "total_energy_ha": -2155.13500,
  "spin_multiplicity": 1,
  "charge": 0,
  "de_lowest_ev": 0.000,
  "homo_ev": -8.86,
  "e_lumo_ev": -0.465
}